(1)
Here is 2 unconnected molecules or ions with the total composition C2H10NOS2 at a distorted geometry from OMol25. Energies are from the ωB97M-V functional and the def2-TZVPD basis.

The geometry in XYZ format:
```
16
Properties=species:S:1:pos:R:3:forces:R:3:lowdin_spin:R:1
N 1.00417 0.82417 0.09581 0.001 -0.196 0.412 0.001
C -0.04200 1.31841 1.09188 -0.598 -0.028 1.195 0.007
C -1.49217 0.99666 0.74405 0.283 -1.395 -2.006 0.059
S -1.80137 -0.88726 0.46446 -0.395 0.710 0.195 0.460
S -1.30108 -1.20621 -1.42952 0.453 0.716 0.100 0.425
H 1.53435 -0.03869 0.31826 -0.393 0.130 0.436 0.001
H 1.72014 1.55402 0.01658 -0.066 -0.012 -0.429 0.000
H 0.60677 0.58767 -0.81117 0.117 0.561 -0.407 0.000
H 0.02342 2.41253 1.13872 0.225 -0.271 0.017 0.000
H 0.17355 0.90020 2.07869 0.394 0.183 -0.203 0.001
H -2.32471 1.19497 1.43572 0.802 0.293 0.298 0.008
H -1.74771 1.43725 -0.23323 -0.153 -0.117 0.358 0.003
H -2.42320 -1.83198 -1.74357 -0.570 -0.826 -0.153 0.028
H 2.23959 -2.42232 -1.81015 0.142 -0.016 -0.245 0.000
H 2.08008 -2.70484 -0.32174 -0.087 0.025 -0.273 0.000
O 1.75017 -2.13459 -1.03479 -0.155 0.242 0.706 0.009
```
Positions in Å, forces in eV/Å.

Calculated values
Molar mass ... 128.24 g mol⁻¹
Gap between HOMO and LUMO (alpha / beta) ... 10.9 / 7.1 eV
Strongest force on any atom ... 2.46 eV/A
Energy above the lowest of the compared OMol25 structures with the same formula, charge and spin ... 0.4340 eV
Spin multiplicity ... 2
Charge ... +2
Total energy ... -1007.8597 hartree


(2)
Here is 2 unconnected molecules or ions with the total composition C2H10NS2 at a distorted geometry from OMol25. Energies are from the ωB97M-V functional and the def2-TZVPD basis.

The geometry in XYZ format:
```
15
Properties=species:S:1:pos:R:3:forces:R:3:nbo_charge:R:1
C 0.42204 -1.70661 0.69428 -0.125 -0.254 -0.118 -0.423
N 1.56755 -0.85157 0.21607 0.155 -0.052 -1.091 -0.690
H 0.94031 -2.61132 1.05175 -0.871 0.229 0.064 0.241
H -0.14620 -1.16294 1.46393 0.572 -0.370 -0.087 0.244
H -0.30384 -1.92590 -0.12827 1.064 0.148 0.536 0.245
H 1.99270 -1.25979 -0.62882 -0.129 -0.109 0.298 0.440
H 2.32716 -0.76813 0.89169 -0.208 0.070 0.239 0.442
H 1.27964 0.07991 -0.11889 -0.380 0.246 0.121 0.450
C -1.68888 0.63399 -0.49058 0.707 0.129 -0.077 -0.730
S -0.29212 1.41640 -1.42007 -0.311 0.418 0.872 0.062
S 0.29166 2.92419 -0.10277 -0.570 0.118 -0.526 -0.135
H -1.42230 0.64903 0.58285 -0.285 -0.125 -0.584 0.221
H -1.63967 -0.37471 -0.91566 -0.638 0.086 0.328 0.213
H -2.66646 1.11607 -0.64671 0.551 -0.178 -0.114 0.253
H -0.66160 3.84137 -0.44881 0.467 -0.354 0.141 0.167
```
Positions in Å, forces in eV/Å.

Calculated values
Molar mass ... 112.24 g mol⁻¹
Gap between HOMO and LUMO ... 9.4 eV
Strongest force on any atom ... 1.20 eV/A
Energy above the lowest of the compared OMol25 structures with the same formula, charge and spin ... 0.5161 eV
Spin multiplicity ... 1
Charge ... +1
Total energy ... -933.0652 hartree


(3)
Here is 3 unconnected molecules or ions with the total composition C2H10O2S at a distorted geometry from OMol25. Energies are from the ωB97M-V functional and the def2-TZVPD basis.

The geometry in XYZ format:
```
15
Properties=species:S:1:pos:R:3:forces:R:3:nbo_charge:R:1
C -1.87943 1.03340 1.25186 0.346 -0.861 -0.259 -0.740
S -1.03146 0.93768 -0.37120 -0.190 -0.289 -0.854 0.133
C -0.19827 2.56500 -0.52486 -1.536 -0.075 -0.587 -0.742
H -2.62827 0.20510 1.33752 0.472 0.865 -0.520 0.242
H -2.33218 2.00416 1.44489 0.048 -0.114 0.026 0.223
H -1.09835 0.75160 1.94738 -0.090 0.483 0.613 0.213
H 0.56491 2.67875 -1.28326 0.970 -1.128 0.428 0.241
H -0.87617 3.27045 -1.01250 -0.622 0.169 0.960 0.217
H 0.05250 2.78091 0.49227 0.618 0.877 0.209 0.219
O 3.07876 -2.93208 -0.54554 -0.255 -0.335 0.433 -0.938
H 3.02350 -3.77683 -0.07229 0.096 0.113 -0.342 0.472
H 2.82921 -2.30895 0.14521 0.071 0.233 -0.084 0.468
O -0.15570 -2.63752 -1.02465 0.231 0.217 0.220 -0.950
H 0.78111 -2.80672 -1.17329 0.138 -0.234 -0.151 0.475
H -0.13016 -1.76495 -0.61154 -0.297 0.078 -0.092 0.467
```
Positions in Å, forces in eV/Å.

Calculated values
Molar mass ... 98.17 g mol⁻¹
Gap between HOMO and LUMO ... 9.3 eV
Strongest force on any atom ... 1.65 eV/A
Energy above the lowest of the compared OMol25 structures with the same formula, charge and spin ... 0.6803 eV
Spin multiplicity ... 1
Charge ... 0
Structure (SMILES) ... CSC.O.O
Total energy ... -630.8320 hartree


(4)
Here is 3 unconnected molecules or ions with the total composition C2H10O2S2 from OMol25. Energies are from the ωB97M-V functional and the def2-TZVPD basis.

The geometry in XYZ format:
```
16
Properties=species:S:1:pos:R:3:forces:R:3:nbo_charge:R:1
C -2.05733 0.57755 -0.13500 0.514 -0.084 -0.501 -0.731
S -0.50715 0.56616 -1.08909 -0.026 -0.157 0.124 0.049
S 0.74061 -0.24877 0.38245 -0.090 0.312 -0.108 0.068
C 2.07919 -0.83648 -0.67209 -0.266 0.227 0.239 -0.740
H -2.25936 -0.41676 0.25356 -0.025 0.156 0.257 0.237
H -2.81552 0.84881 -0.85404 -0.283 0.036 -0.236 0.229
H -2.01385 1.35950 0.60774 -0.027 -0.058 0.415 0.224
H 1.74319 -1.63694 -1.31013 -0.044 -0.293 -0.207 0.218
H 2.80070 -1.18983 0.04868 0.365 -0.269 0.057 0.230
H 2.53742 -0.05048 -1.26093 -0.017 0.181 -0.061 0.218
O 1.49573 3.64356 0.04556 0.140 -0.177 0.031 -0.939
H 1.75349 3.57692 0.97123 -0.035 0.023 -0.053 0.466
H 1.59447 2.74187 -0.28858 -0.179 0.130 0.053 0.471
O -1.86746 -2.67148 1.28539 -0.022 -0.158 -0.259 -0.939
H -1.69853 -2.78108 0.34016 0.015 0.081 0.172 0.469
H -1.52561 -3.48256 1.67512 -0.019 0.052 0.077 0.471
```
Positions in Å, forces in eV/Å.

Calculated values
Molar mass ... 130.23 g mol⁻¹
Gap between HOMO and LUMO ... 8.5 eV
Strongest force on any atom ... 0.72 eV/A
Energy above the lowest of the compared OMol25 structures with the same formula, charge and spin ... 0.6674 eV
Spin multiplicity ... 1
Charge ... 0
Structure (SMILES) ... CSSC.O.O
Total energy ... -1029.0344 hartree


(5)
Here is 4 unconnected molecules or ions with the total composition C2H10O2S2 at a distorted geometry from OMol25. Energies are from the ωB97M-V functional and the def2-TZVPD basis.

The geometry in XYZ format:
```
16
Properties=species:S:1:pos:R:3:forces:R:3:nbo_charge:R:1
C -1.31378 1.16872 -0.98794 -0.726 0.362 1.137 -0.853
S 0.14314 1.50750 -1.82456 -0.319 -0.810 -0.365 0.070
S -1.07444 -1.53327 0.64867 -0.318 0.519 -0.959 0.123
C 0.27192 -1.90685 -0.40604 -0.088 -1.012 0.201 -0.816
H -1.72088 0.09291 -1.05267 0.432 -0.500 0.069 0.268
H -2.16174 1.73058 -1.39360 -0.093 -0.226 -0.217 0.273
H -1.31525 1.31948 0.09120 0.349 0.329 -0.060 0.241
H 0.12546 -2.87983 -0.88258 -0.205 0.280 -0.300 0.228
H 1.22131 -1.95899 0.12356 0.020 0.621 -0.050 0.270
H 0.33560 -1.10873 -1.18995 0.209 0.272 -0.020 0.255
H 2.99278 0.69921 -0.21167 0.025 0.187 -0.045 0.473
H 1.45323 0.75677 -0.42827 0.632 -0.007 0.151 0.458
O 2.17150 0.26565 0.02605 -0.070 -0.155 0.418 -0.990
H 0.32369 0.76127 2.21067 0.143 0.172 0.147 0.474
H -1.00647 0.17309 2.50153 0.023 0.175 0.214 0.468
O -0.44609 0.91251 2.77559 -0.012 -0.207 -0.321 -0.944
```
Positions in Å, forces in eV/Å.

Calculated values
Molar mass ... 130.23 g mol⁻¹
Gap between HOMO and LUMO ... 4.9 eV
Strongest force on any atom ... 1.40 eV/A
Energy above the lowest of the compared OMol25 structures with the same formula, charge and spin ... 4.5758 eV
Spin multiplicity ... 1
Charge ... 0
Total energy ... -1028.8907 hartree


(6)
Here is 4 unconnected molecules or ions with the total composition C2H10O4 at a distorted geometry from OMol25. Energies are from the ωB97M-V functional and the def2-TZVPD basis.

The geometry in XYZ format:
```
16
Properties=species:S:1:pos:R:3:forces:R:3:nbo_charge:R:1
C 2.36889 0.83751 1.68619 0.112 0.243 -0.039 -0.510
C 1.07458 0.85722 1.39937 -0.594 -0.711 -0.063 0.146
O 0.47238 -0.08271 0.59392 -0.336 -0.183 0.738 -0.759
H 2.88360 1.68460 2.11561 -0.247 -0.093 0.508 0.209
H 2.96659 -0.03923 1.46814 0.019 0.168 -0.537 0.206
H 0.28130 1.45562 1.84430 0.617 0.679 -0.083 0.173
H 0.87860 -0.09083 -0.27983 0.295 -0.122 -0.339 0.517
O 0.90057 0.08611 -2.08872 0.468 -0.016 -0.321 -0.952
H 1.48815 0.47885 -2.74429 0.185 -0.166 0.151 0.482
H 0.09361 0.58249 -2.20187 -0.777 0.167 0.134 0.493
O -2.34293 -1.36846 0.91883 0.868 0.129 0.465 -0.965
H -1.58167 -0.75337 0.93579 -0.386 -0.044 -0.461 0.494
H -1.98223 -2.06718 1.48205 -0.415 -0.116 -0.135 0.466
O -2.37154 -0.10034 -1.76334 -0.410 -1.393 -0.146 -0.947
H -2.05703 -0.94806 -2.12150 0.618 0.544 -0.338 0.464
H -3.07286 -0.53224 -1.24466 -0.017 0.914 0.466 0.484
```
Positions in Å, forces in eV/Å.

Calculated values
Molar mass ... 98.10 g mol⁻¹
Gap between HOMO and LUMO ... 9.8 eV
Strongest force on any atom ... 1.46 eV/A
Energy above the lowest of the compared OMol25 structures with the same formula, charge and spin ... 0.9658 eV
Spin multiplicity ... 1
Charge ... 0
Structure (SMILES) ... C=CO.O.O.O
Total energy ... -383.1200 hartree


(7)
Here is a molecular structure, C2H10O4 at a distorted geometry from OMol25. Energies are from the ωB97M-V functional and the def2-TZVPD basis.

The geometry in XYZ format:
```
16
Properties=species:S:1:pos:R:3:forces:R:3:nbo_charge:R:1
O -1.24786 -0.26113 -0.88939 -0.609 0.671 -0.264 -0.607
C -1.85146 0.26537 0.36180 0.925 -2.935 -1.186 -0.269
C -3.16731 0.67628 0.04958 0.028 2.004 1.572 0.064
H -1.80213 -0.62967 0.97070 -0.144 0.420 0.715 0.239
H -1.06123 0.98127 0.67315 -0.192 0.306 0.514 0.352
H -3.34464 1.61115 -0.46120 0.118 -0.099 -0.895 0.201
H -4.03627 0.35615 0.61187 -0.011 -0.622 -0.182 0.207
H 0.69997 -0.88793 2.17272 -0.204 0.266 -0.258 0.452
H 1.80296 -0.44002 1.01836 0.993 0.206 -0.377 0.474
O 0.70365 -0.40274 1.33110 -0.822 -0.074 0.369 -0.980
H 0.90545 0.01075 -1.17354 -0.110 0.062 -0.179 0.462
H -1.89554 -0.19178 -1.61152 0.355 -0.141 -0.046 0.470
O 1.68175 0.39287 -1.59788 0.013 -0.119 0.230 -0.990
H 2.36604 0.13491 -0.94142 0.051 0.098 -0.287 0.506
H 3.50628 -1.08651 1.07729 -0.066 -0.014 -0.109 0.450
O 2.98749 -0.41515 0.62387 -0.326 -0.029 0.382 -1.030
```
Positions in Å, forces in eV/Å.

Calculated values
Molar mass ... 98.10 g mol⁻¹
Gap between HOMO and LUMO ... 3.4 eV
Strongest force on any atom ... 3.30 eV/A
Energy above the lowest of the compared OMol25 structures with the same formula, charge and spin ... 7.1827 eV
Spin multiplicity ... 1
Charge ... 0
Total energy ... -382.8916 hartree